Entry 1:
{
  "formula": "C6H7BrS",
  "method": "ωB97M-V/def2-TZVPD",
  "species": ["C", "C", "C", "C", "C", "C", "S", "Br", "H", "H", "H", "H", "H", "H", "H"],
  "xyz": [[1.07159, -0.64589, -0.10319], [0.18826, -1.71210, -0.18686], [1.01278, 0.48377, -1.10917], [-0.72708, 0.80420, 0.81136], [0.77855, 0.79563, 0.31297], [-1.88770, -0.22365, 0.52165], [-1.46492, -1.70647, -0.00801], [-3.54183, 0.58445, -0.05287], [2.15220, -1.07856, 0.03663], [0.54719, -2.73762, -0.16353], [1.88994, 0.97508, -1.66959], [0.16980, 0.55842, -1.82079], [-0.56595, 0.66384, 1.98441], [-1.14383, 1.87027, 0.52955], [1.52098, 1.36863, 0.91744]],
  "forces_ev_per_angstrom": [[5.480, 1.019, -0.263], [-2.972, -2.671, 0.430], [0.542, 2.187, -2.395], [-0.598, 2.116, 2.347], [-1.824, -1.872, 0.436], [1.656, 2.085, -0.748], [0.598, -0.416, -0.330], [0.454, -0.488, 0.209], [-1.943, 1.239, -0.068], [0.114, 0.224, -0.087], [-0.869, -1.262, 1.326], [0.124, -0.426, 0.759], [-0.538, 0.891, -2.166], [0.624, -2.014, 1.078], [-0.848, -0.613, -0.528]],
  "mulliken_charge": [0.129, -0.630, -0.581, -0.652, -0.030, 0.034, -0.109, -0.139, 0.246, 0.335, 0.257, 0.215, 0.245, 0.333, 0.348],
  "total_charge": 0,
  "multiplicity": 1,
  "homo_lumo_gap_ev": [7.28, 7.17],
  "homo_ev": [-7.23, -7.17],
  "de_lowest_kj_mol": 277.5,
  "energy_ha": -3204.8665,
  "molar_mass_g_mol": 191.09
}

=====

Entry 2:
{
  "formula": "C5H25N2O7",
  "method": "ωB97M-V/def2-TZVPD",
  "species": ["C", "O", "C", "C", "C", "C", "N", "N", "H", "H", "H", "H", "H", "H", "H", "H", "H", "H", "H", "H", "H", "H", "H", "O", "H", "H", "O", "H", "H", "O", "H", "H", "O", "H", "H", "O", "H", "H", "O"],
  "xyz": [[-1.37378, 0.85714, -2.39937], [-0.39757, -0.18305, -2.21310], [-2.24104, 0.78566, -1.12076], [-1.46202, 0.53764, 0.25931], [-0.01456, 1.05750, 0.24803], [0.28354, 2.28453, -0.16277], [1.05336, 0.20462, 0.77230], [-3.26998, -0.20887, -1.17838], [-0.68098, 1.70015, -2.33116], [-1.95133, 0.79179, -3.31839], [0.35756, -0.14131, -2.81529], [-2.70140, 1.78841, -0.90183], [-1.46928, -0.52579, 0.54637], [-2.02127, 0.92886, 1.07993], [1.26324, 2.75982, -0.22932], [-0.52980, 2.85641, -0.57143], [0.80635, -0.43614, 1.53984], [1.99112, 0.60342, 0.95493], [1.26145, -0.54240, 0.08760], [-4.17601, 0.03032, -1.55421], [-2.97137, -1.03490, -1.68396], [0.00877, 3.52998, 2.84207], [-0.40573, 2.52307, 3.91683], [-0.59766, 2.81252, 3.01443], [-1.64857, -2.24337, -0.90171], [-0.50548, -2.86925, -1.50866], [-1.04296, -2.96220, -0.70890], [2.69736, -1.20235, -3.33102], [2.53811, 0.39441, -2.91069], [2.16913, -0.38833, -3.31270], [3.71560, 1.61165, 1.16284], [4.59961, 0.46037, 0.65164], [3.70564, 0.80918, 0.61594], [0.47802, -3.53814, 0.77222], [0.01536, -3.74001, 2.20440], [0.62804, -3.23151, 1.67426], [1.07222, -1.87819, 3.98267], [-0.04466, -0.84417, 3.42340], [0.88238, -1.11361, 3.45100]],
  "forces_ev_per_angstrom": [[2.033, -0.011, 1.988], [-0.645, -1.435, -0.110], [-0.191, 1.370, 1.098], [1.609, -1.123, -1.251], [-0.766, 1.308, 0.353], [0.175, -0.361, -0.103], [0.092, -1.972, -0.637], [-0.540, -1.023, 0.014], [-1.077, 0.834, -0.637], [-0.010, -0.012, 0.026], [-0.098, 0.055, -0.276], [0.108, -0.838, -0.792], [0.217, 0.010, -0.707], [-0.368, 0.983, 0.393], [-0.115, -0.416, 0.231], [-0.127, 0.320, 0.115], [-0.164, 0.467, 0.757], [-0.491, 0.097, -0.065], [-0.142, 0.435, -0.396], [0.154, 0.504, -0.011], [0.020, 0.085, -0.025], [0.188, 0.326, 0.012], [-0.069, 0.206, -0.152], [-0.117, -0.597, 0.209], [-0.462, 0.160, 0.550], [0.224, -0.398, 0.084], [0.378, 0.204, -0.743], [0.265, 1.002, 0.322], [0.987, -0.316, 0.150], [-1.152, -0.581, -0.480], [0.377, -0.200, -0.220], [0.137, -0.133, 0.065], [-0.202, 0.647, 0.248], [-0.277, 0.013, 0.068], [-0.218, -0.193, 0.088], [0.408, 0.140, -0.278], [-0.528, -0.463, 0.235], [0.145, -0.771, 0.751], [0.243, 1.676, -0.874]],
  "mulliken_charge": [-0.717, -0.396, -0.203, -0.880, 1.126, -1.461, 0.160, -0.484, 0.332, 0.385, 0.272, 0.433, 0.223, 0.488, 0.270, 0.366, 0.068, 0.316, 0.436, 0.270, 0.213, 0.306, 0.308, -0.599, 0.189, 0.348, -0.621, 0.305, 0.310, -0.656, 0.314, 0.291, -0.664, 0.291, 0.306, -0.572, 0.293, 0.299, -0.665],
  "total_charge": 1,
  "multiplicity": 1,
  "homo_lumo_gap_ev": 9.31,
  "homo_ev": -12.11,
  "de_lowest_kj_mol": 315.8,
  "energy_ha": -841.4164,
  "molar_mass_g_mol": 225.26
}

=====

Entry 3:
{
  "formula": "C2H5ClFN",
  "method": "ωB97M-V/def2-TZVPD",
  "species": ["C", "C", "N", "F", "Cl", "H", "H", "H", "H", "H"],
  "xyz": [[-0.20279, -1.71532, -1.24784], [-1.00098, -0.38023, -0.62210], [-0.23001, 0.70054, -0.46463], [-1.47620, -0.86914, 0.84329], [1.16807, -1.12926, -2.12035], [-0.87653, -2.34315, -1.89886], [-0.00755, -2.16613, -0.32605], [-1.97434, -0.37237, -1.05436], [-0.49453, 1.65745, -0.31892], [0.69304, 0.48597, -0.17881]],
  "forces_ev_per_angstrom": [[-2.942, 2.518, 0.259], [-0.293, -2.955, 1.173], [0.134, 0.458, -0.573], [0.703, 0.119, -1.943], [0.947, -0.448, -0.564], [0.753, 0.886, 0.795], [1.006, -1.366, 0.998], [-0.503, 0.982, -0.368], [-0.662, -0.280, 0.069], [0.857, 0.087, 0.153]],
  "mulliken_charge": [-0.449, 0.207, -0.395, -0.443, -0.175, 0.311, 0.295, 0.287, 0.201, 0.161],
  "total_charge": 0,
  "multiplicity": 1,
  "homo_lumo_gap_ev": 11.34,
  "homo_ev": -10.40,
  "de_lowest_kj_mol": 65.2,
  "energy_ha": -693.9851,
  "molar_mass_g_mol": 97.52
}